1.
Density functional theory data (ωB97M-V with the def2-TZVPD basis set) for 5 unconnected molecules or ions with the total composition C38H61IN2O16S.

Geometry as XYZ:
```
119
Properties=species:S:1:pos:R:3
C -0.44559 -4.65653 3.67915
C 1.08409 -4.83997 3.72846
C 1.47858 -6.24773 3.26256
C 1.64585 -4.47695 5.12634
C 2.78254 -5.38060 5.61998
C 2.22973 -3.06021 5.18416
O 1.25820 -2.09939 4.68569
N 1.71271 -0.77972 4.36308
S 3.12534 -0.21036 5.31510
C 0.53911 0.11529 4.63510
C -0.60322 0.01397 3.58377
C -0.79352 1.38988 2.88156
C -1.09216 1.34297 1.37970
C -2.37786 0.61784 1.00148
I -2.35599 0.07881 -1.07885
C -1.89727 -0.36142 4.31798
C -1.87142 -1.67314 5.09887
C -3.29932 -2.15677 5.39993
C -3.75932 -3.28118 4.45965
N -5.04935 -3.03716 3.84429
C -5.36946 -3.34744 2.54308
C -6.67431 -2.97194 2.30388
C -7.17695 -2.40957 3.50613
C -6.15638 -2.47214 4.43129
O -0.36986 -1.03091 2.65987
C 0.91193 -1.14596 2.06062
C 2.05433 -0.60328 2.89665
C 3.45055 -1.21887 2.52355
O 3.43893 -2.41335 2.22719
O 4.36610 -0.38854 2.61385
H -0.88913 -4.66136 4.67623
H -0.91730 -5.46406 3.11607
H -0.72253 -3.72752 3.17870
H 1.55276 -4.16487 3.02312
H 2.53836 -6.30704 3.02163
H 1.22300 -7.01190 3.99908
H 0.92900 -6.48329 2.35023
H 0.84385 -4.54563 5.86749
H 3.56960 -5.46490 4.87070
H 2.41997 -6.37305 5.87617
H 3.24021 -4.95271 6.51533
H 3.14371 -3.02002 4.60175
H 2.43101 -2.80011 6.22576
H 2.40695 -0.28453 6.44844
H 0.96378 1.11506 4.61915
H 0.21094 -0.09372 5.65008
H 0.08917 2.01920 3.01165
H -1.62009 1.90725 3.37450
H -0.25528 0.92771 0.82457
H -1.18414 2.37804 1.04266
H -3.25394 1.25072 1.10039
H -2.51375 -0.32313 1.51754
H -2.68581 -0.43649 3.56558
H -2.16827 0.47112 4.97355
H -1.32611 -2.40810 4.50977
H -1.31577 -1.56618 6.03370
H -3.98861 -1.31738 5.30442
H -3.35724 -2.48741 6.43693
H -3.04675 -3.36651 3.63788
H -3.76854 -4.23954 4.98182
H -4.64048 -3.80838 1.89587
H -7.19806 -3.07851 1.36797
H -8.17384 -2.03882 3.66154
H -6.13990 -2.14512 5.45828
H 1.08059 -2.20188 1.88311
H 0.95688 -0.64232 1.09178
H 2.15433 0.47780 2.78900
C 6.03622 -0.14073 -0.02928
C 6.94356 0.73473 -0.84797
C 6.87653 2.21533 -0.52443
O 7.16676 2.83004 -1.78819
C 6.82797 1.95738 -2.76333
O 6.77467 2.23227 -3.92204
O 6.55896 0.74764 -2.24418
H 6.19216 -1.19426 -0.25591
H 6.20813 0.00483 1.03572
H 4.99292 0.09647 -0.23706
H 7.97741 0.38169 -0.80764
H 7.60367 2.54127 0.21373
H 5.87274 2.51272 -0.21244
C -11.05228 -5.16502 1.52453
C -11.21464 -4.24572 2.70708
C -12.52491 -3.48258 2.76787
O -12.14494 -2.26607 3.41786
C -10.82665 -2.05985 3.19283
O -10.24871 -1.05329 3.44608
O -10.26529 -3.16389 2.64497
H -10.12400 -5.72954 1.59473
H -11.88365 -5.86963 1.48265
H -11.02993 -4.58657 0.60068
H -11.03541 -4.77943 3.64422
H -13.30045 -3.97759 3.34569
H -12.90071 -3.24501 1.76954
C 5.55461 3.54193 -6.65401
C 5.33257 5.01244 -6.87525
C 3.97454 5.53853 -6.44983
O 3.74965 6.61350 -7.37240
C 4.46823 6.36262 -8.48837
O 4.35615 6.96476 -9.51059
O 5.31978 5.34243 -8.28442
H 6.57524 3.25704 -6.90132
H 5.38650 3.28739 -5.60904
H 4.87687 2.96086 -7.28111
H 6.13068 5.60142 -6.41644
H 3.94676 5.91996 -5.43318
H 3.19053 4.79024 -6.58757
C 3.06480 7.24056 -12.57901
C 4.02714 8.13063 -13.31588
C 3.94274 9.60460 -12.96868
O 4.32437 10.23842 -14.19551
C 4.04825 9.38857 -15.21347
O 4.07348 9.68214 -16.36459
O 3.73894 8.16629 -14.73077
H 3.24467 6.19245 -12.81397
H 3.18945 7.37611 -11.50584
H 2.03866 7.48071 -12.86150
H 5.05329 7.77164 -13.20368
H 4.61687 9.90879 -12.17320
H 2.92058 9.90269 -12.72265
```

Calculated values
Gap between HOMO and LUMO, eV: 7.46
Energy, Eh: -3493.73243
Structure (SMILES): CC(C)[C@@H](C)CO[N@+]1(S)C[C@](CCCI)(CCCCn2cccc2)OC[C@@H]1C(=O)[O-].C[C@@H]1COC(=O)O1.C[C@@H]1COC(=O)O1.C[C@@H]1COC(=O)O1.C[C@@H]1COC(=O)O1
E_HOMO, eV: -8.14
Lowest unoccupied orbital energy, eV: -0.684
Multiplicity: 1



2.
Density functional theory data (ωB97M-V with the def2-TZVPD basis set) for 10 unconnected molecules or ions with the total composition C38H61NO11.

Geometry as XYZ:
```
111
Properties=species:S:1:pos:R:3
O 3.71751 -1.20455 0.48708
C 3.16008 -0.00542 0.27808
C 4.01069 1.35899 -0.17380
C 3.30883 2.41340 -1.00949
C 1.73064 2.09015 -1.45697
O 1.30366 2.47268 -2.67979
C 0.82684 1.28465 -0.34901
C -0.78524 1.52585 -0.06213
C -1.48692 2.97763 -0.27649
C -3.07921 3.35252 0.00904
C -3.91333 2.00867 0.55540
C -3.02549 0.65313 0.71626
N -1.59071 0.37177 0.42782
C 1.52384 0.25131 0.50764
H 5.11823 1.46323 0.20329
H 3.88087 3.39996 -1.30973
H -0.78733 3.85819 -0.66259
H -3.56230 4.40591 -0.14755
H -5.07216 2.07864 0.83361
H -3.64075 -0.28320 1.13520
H 0.89305 -0.34221 1.29892
C -2.75121 4.42216 4.17469
C -2.98141 5.43363 3.08378
O -3.80429 5.23442 2.19160
C -2.16590 6.69810 3.12673
H -3.40866 3.56079 4.01546
H -1.71373 4.07941 4.15062
H -2.98367 4.86455 5.14656
H -1.10234 6.45683 3.05613
H -2.37218 7.24198 4.05198
H -2.43815 7.33445 2.27805
C 3.30326 1.33875 3.67065
C 2.13430 2.00717 4.34362
O 1.34314 2.70181 3.70774
C 1.97086 1.79281 5.82455
H 3.29470 1.58179 2.60276
H 4.23864 1.70128 4.10433
H 3.22641 0.25444 3.78313
H 2.84689 2.17540 6.35423
H 1.83470 0.72867 6.03312
H 1.08556 2.33449 6.17405
C 3.45801 7.07790 1.51775
C 2.44036 6.17216 2.15820
O 1.66138 6.59065 3.01309
C 2.41275 4.73476 1.71223
H 3.36186 8.08525 1.93673
H 4.46580 6.70838 1.72329
H 3.28366 7.12927 0.44013
H 3.37397 4.26083 1.92626
H 2.19188 4.68162 0.64319
H 1.62879 4.20020 2.25902
C -1.64199 -2.10445 -1.77049
C -2.65964 -3.01019 -1.13004
O -3.43862 -2.59170 -0.27514
C -2.68725 -4.44760 -1.57601
H -1.73814 -1.09710 -1.35150
H -0.63420 -2.47397 -1.56494
H -1.81634 -2.05308 -2.84810
H -1.72603 -4.92153 -1.36198
H -2.90812 -4.50074 -2.64505
H -3.47121 -4.98216 -1.02922
C -8.02529 0.09143 -1.27738
C -7.72094 0.94514 -0.07542
O -6.61265 1.45485 0.08162
C -8.82499 1.15101 0.92682
H -7.13606 0.03075 -1.91387
H -8.29576 -0.91793 -0.95726
H -8.83849 0.53866 -1.85441
H -9.13125 0.18890 1.34507
H -9.67397 1.64543 0.44804
H -8.46215 1.78759 1.74072
C -8.85303 1.65112 5.86353
C -9.08323 2.66259 4.77262
O -9.90611 2.46338 3.88044
C -8.26772 3.92707 4.81557
H -9.51048 0.78975 5.70430
H -7.81555 1.30837 5.83946
H -9.08549 2.09351 6.83541
H -7.20416 3.68579 4.74498
H -8.47399 4.47095 5.74083
H -8.53997 4.56342 3.96689
C 2.27742 -3.00039 -4.33147
C 2.47120 -3.13802 -2.84498
O 1.82234 -3.95138 -2.18906
C 3.48948 -2.24205 -2.19218
H 1.51206 -3.70938 -4.66478
H 1.94363 -1.98751 -4.57040
H 3.21243 -3.22558 -4.85044
H 3.20986 -1.19538 -2.33589
H 4.47861 -2.43335 -2.61585
H 3.52185 -2.45200 -1.11785
C 7.05669 -4.16316 -5.51049
C 6.34560 -4.18382 -4.18381
O 6.24860 -3.16914 -3.49547
C 5.75788 -5.49388 -3.73200
H 7.42923 -3.15211 -5.70677
H 7.90608 -4.85050 -5.48747
H 6.36325 -4.44129 -6.30804
H 6.54931 -6.24058 -3.62987
H 5.00655 -5.83144 -4.45034
H 5.27569 -5.35858 -2.75808
C 5.73429 -9.65147 -5.40125
C 6.94936 -8.77460 -5.54572
O 6.85964 -7.54841 -5.51121
C 8.27826 -9.45603 -5.73403
H 4.84660 -9.02305 -5.27227
H 5.60524 -10.25864 -6.30076
H 5.84044 -10.29146 -4.52179
H 8.26258 -10.05463 -6.64826
H 8.49784 -10.08745 -4.86942
H 9.06462 -8.69915 -5.82396
```

Calculated values
Gap between HOMO and LUMO, eV: 6.40
Energy, Eh: -2366.44171
Structure (SMILES): O=C1C=CC(=O)C(c2ccccn2)=C1.CC(C)=O.CC(C)=O.CC(C)=O.CC(C)=O.CC(C)=O.CC(C)=O.CC(C)=O.CC(C)=O.CC(C)=O
E_HOMO, eV: -8.01
Lowest unoccupied orbital energy, eV: -1.607
Multiplicity: 1



3.
Density functional theory data (ωB97M-V with the def2-TZVPD basis set) for 10 unconnected molecules or ions with the total composition C38H61NO27.

Geometry as XYZ:
```
127
Properties=species:S:1:pos:R:3
C -0.10516 -4.48081 -0.17321
C -1.42351 -4.67098 -0.91829
C -2.64383 -4.99309 -0.02483
O -3.47129 -3.85061 0.08918
C -3.08108 -3.06458 -0.82417
O -3.66032 -2.00120 -1.11055
O -1.99612 -3.51908 -1.46583
H -0.06759 -3.58115 0.45619
H 0.87587 -4.49000 -0.68411
H -0.01332 -5.30459 0.55139
H -1.45816 -5.43274 -1.70577
H -2.36620 -5.52170 0.82828
H -3.29394 -5.77826 -0.42778
C -3.86631 -1.34067 2.23335
C -4.07332 -0.50613 3.54480
C -3.58534 0.94912 3.47149
O -4.77866 1.69616 3.72579
C -5.79175 0.94386 3.71458
O -6.93657 1.37285 3.89201
O -5.44273 -0.33946 3.75818
H -4.21462 -0.81822 1.30378
H -4.49456 -2.29033 2.23287
H -2.77438 -1.52155 2.17182
H -3.67388 -1.02906 4.44043
H -3.19368 1.01029 2.49228
H -2.69404 1.31256 4.07470
C -5.46829 1.39713 -4.00607
C -4.86345 0.50760 -2.84401
C -3.38950 1.01517 -2.72163
O -3.26344 1.48263 -1.39668
C -4.40608 1.20273 -0.79150
O -4.56961 1.54283 0.39140
O -5.33118 0.76986 -1.54199
H -6.48966 1.14509 -4.18798
H -4.85685 1.24315 -4.91217
H -5.40787 2.45775 -3.78493
H -4.87151 -0.60897 -2.93544
H -2.98931 1.58536 -3.56311
H -2.88831 0.08905 -2.70014
C 3.53064 4.72183 0.95600
C 3.21528 3.72935 2.06292
C 3.81059 2.28929 1.82608
O 4.98197 2.23336 2.64007
C 5.02370 3.26377 3.39005
O 5.80101 3.31339 4.34646
O 3.93580 4.15315 3.21394
H 3.10161 5.76668 1.24015
H 3.20030 4.54229 -0.02959
H 4.62038 4.63958 0.96437
H 2.13903 3.70950 2.23702
H 4.15857 2.15176 0.82785
H 3.10343 1.50010 2.08237
C 3.03616 -1.60197 -3.11244
C 3.54998 -1.01309 -4.33056
C 3.72029 0.56276 -4.30222
O 5.03886 0.74842 -4.72103
C 5.63034 -0.39904 -4.90433
O 6.76698 -0.58418 -5.24137
O 4.86876 -1.38950 -4.53151
H 2.47508 -2.50666 -3.26633
H 2.31318 -0.96913 -2.60005
H 3.84667 -1.80321 -2.41195
H 2.96053 -1.21607 -5.20987
H 3.50251 0.93139 -3.32300
H 3.00480 0.98144 -5.02259
C -1.24266 3.84238 -0.90237
C -1.77551 4.58496 0.29038
C -2.50158 3.61128 1.17855
O -1.70352 3.64000 2.33621
C -0.80789 4.57955 2.28098
O -0.00993 4.87250 3.20113
O -0.75471 5.13372 1.07520
H -1.91175 3.56475 -1.73628
H -0.69340 2.93920 -0.65193
H -0.43678 4.54444 -1.28151
H -2.31925 5.47102 -0.02734
H -2.51028 2.68797 0.67622
H -3.49973 3.88337 1.50455
C 3.06367 -1.77577 0.90190
C 4.39764 -2.49850 0.53630
C 5.20714 -3.33239 1.62675
O 4.64162 -4.56842 1.38495
C 4.23294 -4.66852 0.23994
O 4.02845 -5.80245 -0.25234
O 4.06532 -3.54436 -0.30469
H 2.54528 -1.39652 0.06912
H 3.39099 -0.81575 1.38671
H 2.34586 -2.19592 1.57109
H 4.99677 -1.72948 0.12624
H 5.11514 -3.07745 2.69769
H 6.24390 -3.45553 1.26631
C -0.12106 2.04024 -4.88674
O -0.51176 0.81348 -4.25803
C -0.14993 -0.29983 -4.75230
O 0.59040 -0.59173 -5.91611
O -0.48315 -1.27562 -3.92673
C -0.41668 -2.57601 -4.39235
H 0.79254 2.17035 -4.54212
H -0.56982 2.86087 -4.35606
H -0.02588 2.15246 -5.96181
H -1.06346 -3.22783 -3.79133
H 0.57099 -2.88416 -4.45996
H -0.72178 -2.64047 -5.42073
C 1.13947 1.75650 4.59142
O 0.50039 0.48223 4.32886
C 0.17497 -0.34239 5.33453
O 0.24764 -0.02106 6.72127
O -0.19086 -1.59218 4.80460
C -0.34079 -2.57251 5.84772
H 1.24976 1.84604 5.70581
H 0.36888 2.59115 4.39147
H 2.01716 1.87134 3.92192
H -0.62366 -3.57804 5.47208
H -0.90397 -2.34592 6.73650
H 0.67033 -2.84933 6.12047
C 0.03841 -0.48893 1.41708
C -0.81321 -0.07023 0.18655
C -0.05540 -0.10083 -1.11389
C 0.94217 0.92906 -1.28780
N 1.78068 1.71631 -1.45286
H 1.00938 0.10429 1.49363
H 0.24236 -1.59669 1.37037
H -0.57252 -0.30088 2.35228
H -1.13322 0.93974 0.41931
H -1.69169 -0.78508 -0.01069
H -0.75383 0.12742 -2.03193
H 0.38250 -1.09110 -1.28095
```

Calculated values
Gap between HOMO and LUMO, eV: 10.02
Energy, Eh: -3570.58836
Structure (SMILES): C[C@H]1COC(=O)O1.C[C@H]1COC(=O)O1.C[C@H]1COC(=O)O1.C[C@H]1COC(=O)O1.C[C@H]1COC(=O)O1.C[C@H]1COC(=O)O1.C[C@H]1COC(=O)O1.COC(=O)OC.COC(=O)OC.CCCC#N
E_HOMO, eV: -10.27
Lowest unoccupied orbital energy, eV: -0.255
Multiplicity: 1
Energy above the lowest of the compared OMol25 structures with the same formula, charge and spin, kJ/mol: 319.2



4.
Density functional theory data (ωB97M-V with the def2-TZVPD basis set) for a molecular structure, C38H63BrCl3N6O5RbSi2.

Geometry as XYZ:
```
119
Properties=species:S:1:pos:R:3
Rb 0.56698 0.51265 -1.54717
N -0.48737 3.64578 -0.11658
N -1.15106 4.32516 -1.19621
C -0.86956 3.80251 -2.51424
O -1.13211 4.58509 -3.43725
O -0.40115 2.63855 -2.54168
H -0.47304 4.28456 0.67018
H 0.48047 3.44555 -0.37601
H -0.94341 5.31639 -1.22123
Cl 5.66011 3.93527 -5.63316
C 4.80950 3.16309 -4.30412
C 4.62283 3.87133 -3.10099
C 3.98925 3.28004 -2.05045
C 3.49641 1.92327 -2.09888
O 2.97618 1.39318 -1.08285
C 3.66165 1.25079 -3.36949
C 3.15379 -0.07576 -3.62429
O 2.55851 -0.82243 -2.85717
C 4.32711 1.89681 -4.43122
H 4.98041 4.89125 -3.02778
H 3.83471 3.81824 -1.12306
H 3.34548 -0.43212 -4.66065
H 4.44774 1.36450 -5.36916
N 4.37669 -0.86374 0.47647
H 3.96456 -0.08154 -0.03593
H 3.58575 -1.39259 0.82733
H 4.79580 -1.45407 -0.23445
N -1.62894 -1.88211 1.00248
C -1.54316 -2.15949 2.12590
H -1.74789 -1.65292 -0.04955
N -3.46784 0.85000 0.04463
N -2.57141 1.42741 1.02141
H -2.93365 0.38279 -0.69106
H -3.95216 1.62833 -0.38752
H -1.86052 1.99902 0.55896
H -2.09916 0.64492 1.46060
Cl 1.35469 -5.09877 -1.43423
C 1.01103 -3.35732 -1.59390
Cl 1.32425 -2.48343 -0.09982
H -0.03774 -3.23714 -1.82228
H 1.64891 -2.94882 -2.36824
C -5.03619 -0.32264 -2.70132
C -4.10201 -1.13185 -3.60766
C -3.28597 -0.14579 -4.45360
C -4.94333 -2.00920 -4.53822
Si -2.95605 -2.20803 -2.50864
O -2.00776 -1.36053 -1.54882
C -4.15902 -3.31634 -1.53313
C -4.82393 -4.44462 -2.02614
C -5.70543 -5.17622 -1.23997
C -5.95617 -4.78549 0.06835
C -5.33486 -3.65122 0.57196
C -4.45169 -2.92849 -0.21993
C -1.93300 -3.24082 -3.75941
C -0.97921 -2.53385 -4.50823
C -0.16146 -3.15722 -5.43869
C -0.26881 -4.52611 -5.64868
C -1.18240 -5.25607 -4.90596
C -1.99605 -4.61962 -3.97371
H -5.72705 0.27617 -3.30856
H -4.47148 0.36313 -2.06835
H -5.63003 -0.96658 -2.04774
H -3.95712 0.54351 -4.98071
H -2.68915 -0.66229 -5.20858
H -2.61411 0.45707 -3.83705
H -5.55710 -1.37919 -5.19501
H -5.61833 -2.65846 -3.97546
H -4.31462 -2.64036 -5.17379
H -4.67613 -4.75274 -3.05433
H -6.19948 -6.04972 -1.65096
H -6.63460 -5.36009 0.68863
H -5.53183 -3.32722 1.58681
H -3.98978 -2.03455 0.18742
H -0.85508 -1.47032 -4.33544
H 0.57004 -2.57604 -5.98825
H 0.36940 -5.02073 -6.37130
H -1.25169 -6.32991 -5.03729
H -2.67127 -5.22513 -3.38392
C 0.57569 2.56653 6.08914
C 0.33155 2.38786 4.58170
C 0.23170 3.77291 3.92550
C -1.05302 1.74319 4.39200
Si 1.73010 1.33801 3.76609
Br 0.86789 0.77287 1.75902
C 3.32498 2.35721 3.40822
C 3.11808 3.28258 2.19560
C 3.71689 3.20646 4.62930
C 4.52458 1.46548 3.05925
C 2.06744 -0.32174 4.67161
C 2.75761 -1.32241 3.72896
C 2.95744 -0.10039 5.90648
C 0.76612 -0.99189 5.13403
H -0.19223 3.23260 6.49957
H 1.54841 3.00576 6.31368
H 0.50239 1.61846 6.62340
H -0.64522 4.29170 4.32911
H 0.09104 3.68287 2.84694
H 1.10224 4.40113 4.11307
H -1.79033 2.34038 4.94180
H -1.11256 0.72296 4.76082
H -1.35983 1.74023 3.34764
H 2.29420 3.98178 2.32544
H 2.94216 2.71249 1.28131
H 4.03259 3.87013 2.04735
H 2.96868 3.95795 4.87944
H 4.64989 3.73552 4.40331
H 3.89293 2.59460 5.51698
H 4.35619 0.85186 2.17384
H 4.81855 0.81321 3.88123
H 5.38090 2.11572 2.84119
H 3.67805 -0.94623 3.28923
H 2.08978 -1.61359 2.91724
H 2.99898 -2.22885 4.29683
H 3.95528 0.24951 5.64291
H 3.07283 -1.05261 6.43694
H 2.52403 0.61596 6.60706
H 0.07815 -1.17076 4.30539
H 0.25228 -0.41685 5.90488
H 1.01367 -1.96927 5.56480
```

Calculated values
Gap between HOMO and LUMO, eV: 6.90
Energy, Eh: -6748.43295
E_HOMO, eV: -3.21
Net charge: -2
Lowest unoccupied orbital energy, eV: 3.682
Multiplicity: 1
Energy above the lowest of the compared OMol25 structures with the same formula, charge and spin, kJ/mol: 86.8